No. 1
Here is a molecular structure, C33H38BiF6N5O9S10Se from the OMol25 dataset. Energies are from the ωB97M-V functional and the def2-TZVPD basis.

Properties
Relative energy (zero: lowest compared OMol25 entry of this formula, charge and spin)   30.8 kcal/mol
Charge   -2
Orbital gap   0.231 Eh
E_tot   -9428.5058 a.u.

```
103
Properties=species:S:1:pos:R:3:forces:R:3:mulliken_charge:R:1
Bi 0.253 0.471 0.004 0.63 -0.31 0.17 1.73
F -0.668 0.411 -6.552 0.01 -0.01 0.07 -0.23
C 0.177 1.252 -5.923 -0.11 -0.02 -0.08 0.49
F 1.042 1.704 -6.839 0.02 -0.03 0.04 -0.24
F -0.546 2.292 -5.493 0.07 -0.01 0.03 -0.24
S 1.008 0.356 -4.529 -0.33 0.62 -0.22 1.22
O -0.070 0.169 -3.594 0.28 -0.18 0.12 -0.32
O 1.596 -0.762 -5.196 0.04 -0.12 0.18 -0.77
N 2.016 1.501 -4.170 0.28 -0.61 -0.07 -0.54
S 2.514 2.050 -2.809 -0.12 0.76 0.40 1.07
O 3.904 1.903 -2.530 -0.05 -0.20 -0.18 -0.74
O 1.574 1.967 -1.704 -0.09 -0.20 -0.29 -0.60
C 2.364 3.843 -3.231 0.05 0.03 0.04 0.52
F 2.741 4.588 -2.180 -0.01 -0.02 -0.01 -0.22
F 3.147 4.176 -4.266 -0.01 0.00 0.00 -0.24
F 1.108 4.182 -3.540 0.00 -0.01 0.00 -0.23
C 3.062 1.695 4.228 -0.11 -0.07 0.03 -0.68
N 3.351 0.423 3.599 0.01 -0.06 -0.09 0.50
C 3.290 0.197 2.258 -0.06 0.26 0.07 -0.53
Se 2.723 1.482 1.028 -0.08 -0.03 -0.13 -0.38
N 3.761 -1.014 2.004 -0.10 -0.43 -0.49 0.53
C 4.075 -1.634 3.191 0.05 -0.10 0.02 0.09
C 4.527 -2.921 3.458 0.00 0.01 -0.01 -0.33
C 4.735 -3.249 4.786 0.00 -0.01 0.01 -0.55
C 4.500 -2.327 5.815 -0.03 -0.01 0.01 -0.58
C 4.049 -1.045 5.551 -0.07 -0.03 0.01 -0.98
C 3.833 -0.719 4.218 -0.02 0.05 -0.03 0.81
H 3.793 2.442 3.920 -0.01 0.01 0.01 0.29
H 3.098 1.565 5.307 -0.03 -0.02 0.01 0.28
H 2.070 2.031 3.932 -0.01 -0.01 0.01 0.00
H 3.782 -1.483 1.021 0.07 0.01 0.09 0.02
H 4.686 -3.624 2.652 0.00 0.00 -0.01 0.54
H 5.075 -4.245 5.039 0.00 0.00 0.00 0.38
H 4.649 -2.628 6.844 0.02 -0.01 0.00 0.38
H 3.835 -0.355 6.356 -0.01 0.02 -0.01 0.35
C 0.419 4.064 1.952 0.01 -0.01 0.02 -1.30
C -0.875 3.739 1.216 -0.04 0.00 0.00 1.08
C -1.990 3.447 2.216 -0.04 0.05 0.00 -1.27
C -0.700 2.656 0.146 -0.10 -0.05 0.10 -1.42
H 0.319 4.991 2.526 -0.01 -0.02 0.03 0.53
H 1.255 4.174 1.260 -0.01 0.04 0.00 0.29
H 0.675 3.255 2.640 0.00 -0.01 -0.02 -0.05
H -1.180 4.655 0.685 0.05 0.00 -0.03 0.36
H -1.791 2.529 2.771 -0.01 0.03 -0.01 0.11
H -2.954 3.337 1.710 0.00 0.00 0.00 0.18
H -2.083 4.268 2.935 0.00 0.01 -0.01 0.51
H -0.081 3.070 -0.655 0.01 0.02 0.00 0.55
H -1.674 2.447 -0.315 0.01 -0.03 0.00 0.49
O -2.991 0.264 -0.433 -0.14 0.01 0.06 -0.43
S -3.528 0.540 0.934 0.03 0.01 -0.06 0.94
C -5.206 1.136 0.660 -0.02 -0.05 -0.01 -0.04
C -5.962 1.584 1.734 -0.01 -0.01 0.00 -0.24
C -7.238 2.072 1.507 0.00 0.00 0.00 -0.70
C -7.746 2.120 0.214 0.00 0.00 0.00 -0.43
C -6.974 1.685 -0.853 0.00 -0.01 0.00 -0.78
C -5.693 1.194 -0.634 0.01 0.03 0.00 -0.27
C -3.981 -1.002 1.721 0.04 -0.01 0.01 0.71
C -3.817 -1.078 3.095 0.01 -0.02 -0.01 -0.49
C -4.109 -2.269 3.746 -0.02 0.01 0.01 -0.75
C -4.537 -3.366 3.012 -0.02 0.00 0.01 -0.36
C -4.678 -3.280 1.633 0.00 0.00 0.00 -0.77
C -4.395 -2.093 0.977 -0.01 0.00 0.01 -0.19
H -5.554 1.546 2.738 0.00 0.00 0.00 0.38
H -7.836 2.422 2.340 0.00 0.00 0.00 0.38
H -8.743 2.507 0.039 0.00 0.00 0.00 0.36
H -7.365 1.733 -1.861 0.00 0.00 0.00 0.41
H -5.056 0.865 -1.445 0.00 0.00 0.00 0.44
H -3.413 -0.232 3.638 -0.01 0.01 0.01 0.44
H -3.961 -2.350 4.815 0.00 0.00 0.00 0.38
H -4.730 -4.306 3.514 0.00 0.00 0.00 0.36
H -4.968 -4.151 1.059 0.00 0.00 0.00 0.39
H -4.449 -2.027 -0.101 0.00 0.00 -0.02 0.20
C -2.736 -1.414 -3.811 0.08 0.02 -0.05 -1.24
N -2.529 -1.912 -2.460 0.01 0.00 -0.04 0.14
C -1.490 -2.631 -1.958 0.01 -0.20 -0.05 -0.17
S -1.322 -2.680 -0.269 -0.09 0.05 0.20 0.09
N -0.640 -3.357 -2.693 0.02 0.35 -0.02 0.03
C -0.503 -3.473 -4.134 0.02 0.01 0.03 -0.83
H -3.504 -0.643 -3.749 0.02 0.04 0.01 0.29
H -3.109 -2.190 -4.481 -0.05 0.00 0.01 0.37
H -1.837 -0.963 -4.230 -0.09 -0.07 0.00 0.47
H -2.896 -1.314 -1.729 -0.04 -0.03 -0.01 -0.08
H 0.241 -3.498 -2.184 0.12 -0.12 0.09 0.25
H 0.239 -2.772 -4.521 -0.03 0.06 -0.02 0.18
H -1.449 -3.327 -4.643 0.00 -0.01 -0.01 0.34
H -0.163 -4.486 -4.357 0.03 0.00 0.00 0.36
O 2.540 -0.871 -1.860 -0.23 0.08 -0.19 -0.49
S 2.504 -2.009 -0.934 0.10 0.07 0.07 1.10
O 3.871 -2.293 -0.383 -0.19 0.29 0.47 -0.95
O 1.659 -1.601 0.249 -0.03 -0.17 0.40 -0.67
O 1.957 -3.222 -1.552 -0.02 -0.12 -0.06 -0.95
C 0.794 -4.160 2.547 -0.03 0.04 -0.03 -0.50
S -0.801 -3.491 3.081 -0.06 0.02 -0.24 0.11
C -0.302 -2.256 4.207 0.00 0.42 -0.08 0.18
C -0.273 -0.907 4.019 -0.09 -0.23 -0.05 -0.75
S -0.638 0.190 2.703 0.11 -0.06 0.03 -0.17
S -0.018 -0.008 5.514 0.16 0.19 -0.15 -0.05
C 0.145 -1.306 6.624 0.15 0.05 0.12 0.12
S 0.432 -1.094 8.248 0.00 -0.02 -0.05 -0.30
S -0.006 -2.813 5.844 -0.04 -0.13 -0.01 -0.27
H 0.557 -5.009 1.909 0.00 -0.01 -0.01 0.40
H 1.374 -4.489 3.410 0.02 0.02 -0.08 0.42
H 1.316 -3.421 1.947 0.10 0.13 -0.10 -0.24
```
Forces are in eV/Å.


No. 2
Here is a single C3H8ClO4P molecule at a distorted geometry from the OMol25 dataset. Energies are from the ωB97M-V functional and the def2-TZVPD basis.

Properties
SMILES   C[C@H](O)[C@@](O)(Cl)P(O)O
Relative energy (zero: lowest compared OMol25 entry of this formula, charge and spin)   20.6 kcal/mol
Orbital gap   0.323 Eh
E_tot   -1221.5867 a.u.

```
17
Properties=species:S:1:pos:R:3:forces:R:3:mulliken_charge:R:1
C -2.061 0.108 0.094 -0.77 -0.57 -2.85 -1.17
C -0.597 -0.330 0.092 0.28 1.99 -0.82 0.16
O -0.175 -0.865 1.315 0.01 2.26 3.02 -0.57
C 0.396 0.839 -0.356 2.36 -2.13 0.66 0.28
O 0.418 1.210 -1.668 -0.02 -0.49 -0.94 -0.52
Cl 0.278 2.330 0.661 -0.39 -0.31 0.15 -0.20
P 2.239 0.172 0.499 -0.54 -1.17 2.06 0.42
O 2.905 -1.456 0.433 0.50 3.53 -1.53 -0.54
O 3.119 0.613 -0.714 1.64 1.30 -2.38 -0.44
H -2.568 -0.881 -0.049 -0.33 1.14 0.03 0.31
H -2.312 0.844 -0.795 0.64 -1.75 1.47 0.26
H -2.491 0.593 0.944 0.39 0.19 0.95 0.36
H -0.436 -1.192 -0.586 -0.15 0.82 -0.15 0.26
H -0.262 -0.130 2.073 0.22 -2.26 -2.49 0.40
H 1.304 1.218 -2.123 -0.84 -0.15 1.29 0.36
H 2.289 -2.055 0.729 -2.19 -2.47 1.38 0.28
H 4.066 0.370 -0.709 -0.80 0.07 0.16 0.34
```
Forces are in eV/Å.


No. 3
Here is a single C5H11NO3S molecule at a distorted geometry from the OMol25 dataset. Energies are from the ωB97M-V functional and the def2-TZVPD basis.

Properties
SMILES   C=C[C@@H](N(C)C)S(=O)(=O)O
Relative energy (zero: lowest compared OMol25 entry of this formula, charge and spin)   81.9 kcal/mol
Orbital gap   0.325 Eh
E_tot   -875.6445 a.u.

```
21
Properties=species:S:1:pos:R:3:forces:R:3:mulliken_charge:R:1
C -1.441 2.379 -0.202 2.37 1.97 -0.86 -0.91
C -0.223 1.875 0.198 -3.97 0.06 -1.12 -0.13
C 0.002 0.537 0.641 1.15 -1.64 1.38 -0.41
N -0.902 -0.442 0.421 -0.31 -0.82 -0.95 -0.09
C -0.621 -1.775 0.991 1.12 -1.04 0.71 -0.68
C -1.234 -0.620 -1.022 -0.14 0.58 0.11 -1.19
S 1.974 0.096 -0.360 -0.58 -0.23 -0.48 0.94
O 1.906 -0.438 -1.707 -0.33 -0.62 0.51 -0.57
O 3.032 1.066 -0.212 -0.04 0.28 0.80 -0.62
O 2.351 -1.177 0.754 -3.76 2.04 -0.05 -0.50
H -1.409 3.400 -0.759 -0.08 -1.75 1.34 0.22
H -2.455 1.963 -0.161 0.84 -0.35 0.33 0.39
H 0.729 2.261 0.083 1.32 2.24 -0.47 0.47
H 0.673 0.427 1.514 -1.07 0.05 0.16 0.64
H -1.360 -2.624 0.627 1.65 2.07 0.60 0.28
H 0.479 -1.928 0.737 -1.65 -0.94 -0.08 0.36
H -0.565 -1.779 2.120 -0.64 0.29 -1.12 0.29
H -2.227 -0.999 -1.082 -0.61 -1.19 0.05 0.41
H -1.431 0.354 -1.496 1.12 -0.40 0.00 0.42
H -0.451 -1.275 -1.494 -0.90 0.84 0.14 0.38
H 3.173 -1.302 0.409 4.50 -1.43 -1.00 0.30
```
Forces are in eV/Å.


No. 4
Here is 4 unconnected molecules or ions with the total composition C4H8S at a distorted geometry from the OMol25 dataset. Energies are from the ωB97M-V functional and the def2-TZVPD basis.

Properties
Relative energy (zero: lowest compared OMol25 entry of this formula, charge and spin)   158.7 kcal/mol
Orbital gap   0.316 Eh
E_tot   -555.1171 a.u.

```
13
Properties=species:S:1:pos:R:3:forces:R:3:mulliken_charge:R:1
C -0.231 1.962 -0.358 0.58 4.11 1.78 -0.73
C -0.177 -0.819 -0.307 0.06 -1.56 0.09 0.57
C 0.501 -0.406 1.041 1.35 -1.31 1.00 -1.01
C -0.470 -2.100 -0.821 0.10 4.33 -0.62 -0.90
H 0.825 2.961 -0.900 -3.40 -2.81 1.78 0.22
H -1.615 2.645 -0.504 4.24 -2.01 0.67 0.22
H 0.195 1.501 1.020 -1.73 2.65 -4.82 0.18
H 1.608 -0.450 0.812 -1.10 0.69 0.14 0.36
H 0.465 -1.122 1.837 -0.61 -1.13 0.19 0.37
H 0.297 0.525 1.750 0.04 -1.96 -1.73 0.28
H -0.622 -2.975 -0.290 0.35 -1.31 1.72 0.33
H -0.739 -2.306 -1.893 0.34 1.05 1.00 0.21
S -0.035 0.584 -1.385 -0.21 -0.75 -1.21 -0.08
```
Forces are in eV/Å.


No. 5
Here is a single C3HNO3S molecule at a distorted geometry from the OMol25 dataset. Energies are from the ωB97M-V functional and the def2-TZVPD basis.

Properties
Relative energy (zero: lowest compared OMol25 entry of this formula, charge and spin)   91.0 kcal/mol
Orbital gap (alpha / beta)   0.241 / 0.288 Eh
E_tot   -793.4529 a.u.

```
9
Properties=species:S:1:pos:R:3:forces:R:3:mulliken_charge:R:1
C -1.049 0.644 -0.534 0.70 1.30 -0.93 0.30
C -0.908 -0.727 -0.188 -0.93 -0.59 0.01 0.58
C 1.457 1.090 0.038 -0.43 1.16 -1.85 0.25
N 0.251 -1.110 0.414 0.95 0.05 0.98 -0.25
O -1.654 1.589 -0.840 0.02 -0.35 0.63 -0.30
O -1.741 -1.489 -0.675 0.43 0.00 0.17 -0.56
O 2.005 2.104 -0.192 0.06 -0.20 0.36 -0.32
S 1.326 -0.029 1.264 -0.76 -1.38 0.78 0.02
H 0.314 -2.073 0.713 -0.04 0.02 -0.15 0.29
```
Forces are in eV/Å.


No. 6
Here is a molecular structure, CH2FO3S3 at a distorted geometry from the OMol25 dataset. Energies are from the ωB97M-V functional and the def2-TZVPD basis.

Properties
Relative energy (zero: lowest compared OMol25 entry of this formula, charge and spin)   23.8 kcal/mol
Charge   -1
Orbital gap   0.307 Eh
E_tot   -1559.4955 a.u.

```
10
Properties=species:S:1:pos:R:3:forces:R:3:mulliken_charge:R:1
C -0.824 -0.073 -0.457 3.00 0.26 1.30 0.28
O 1.701 0.957 -0.340 1.25 1.54 -1.55 -0.63
O 0.814 -0.159 1.547 0.46 -0.41 0.42 -0.70
O 1.559 -1.482 -0.352 0.07 -0.54 -0.62 -0.61
F -1.000 -0.364 -1.783 -0.30 0.49 0.41 -0.24
S -0.993 1.700 0.074 -1.85 -0.25 -0.78 -0.25
S -1.563 -1.298 0.632 -0.66 -0.17 0.33 -0.36
S 1.038 -0.219 0.093 -1.01 -0.93 1.30 1.10
H -0.291 2.254 -0.930 0.04 -0.30 0.11 0.13
H -0.441 -1.314 1.516 -1.00 0.30 -0.92 0.28
```
Forces are in eV/Å.


No. 7
Here is 2 unconnected molecules or ions with the total composition C3H4BrN at a distorted geometry from the OMol25 dataset. Energies are from the ωB97M-V functional and the def2-TZVPD basis.

Properties
Relative energy (zero: lowest compared OMol25 entry of this formula, charge and spin)   104.2 kcal/mol
Orbital gap   0.209 Eh
E_tot   -2745.2960 a.u.

```
9
Properties=species:S:1:pos:R:3:forces:R:3:mulliken_charge:R:1
C 1.294 -2.321 0.130 -0.80 2.73 -0.04 -0.26
C -1.001 0.882 0.293 0.29 -0.10 0.36 -0.78
C 0.234 0.606 -0.448 0.94 -0.47 0.92 -0.09
N 1.408 -3.449 -0.050 0.23 -1.58 -0.19 -0.41
Br 1.817 1.451 -0.039 -0.95 -0.39 -0.33 0.12
H -0.797 1.300 1.277 0.01 0.01 -0.05 0.36
H -1.597 -0.025 0.389 0.06 -0.10 -0.13 0.28
H -1.615 1.608 -0.255 0.12 0.01 -0.22 0.32
H 0.258 -0.053 -1.297 0.11 -0.12 -0.32 0.46
```
Forces are in eV/Å.